(1)
{"formula": "C29H47N3O10P2", "method": "ωB97M-V/def2-TZVPD", "symbols": ["C", "C", "O", "C", "C", "O", "C", "C", "C", "C", "N", "C", "C", "C", "C", "C", "C", "C", "C", "C", "C", "C", "C", "N", "C", "C", "N", "C", "H", "H", "H", "H", "H", "H", "H", "H", "H", "H", "H", "H", "H", "H", "H", "H", "H", "H", "H", "H", "H", "H", "H", "H", "H", "H", "H", "H", "H", "C", "O", "P", "O", "O", "C", "O", "C", "H", "H", "H", "H", "H", "H", "H", "H", "H", "C", "O", "P", "O", "O", "C", "O", "C", "H", "H", "H", "H", "H", "H", "H", "H", "H"], "coordinates": [[3.590, -3.367, -1.010], [3.495, -2.227, -2.046], [4.127, -1.080, -1.476], [4.921, -0.361, -2.428], [4.514, 1.115, -2.302], [3.511, 1.397, -3.265], [2.343, 1.994, -2.738], [1.333, 0.973, -2.220], [1.072, 0.820, -0.881], [1.722, 1.629, 0.250], [1.896, 0.925, 1.510], [2.811, -0.203, 1.429], [0.086, -0.140, -0.493], [-0.584, -0.882, -1.417], [-1.656, -1.857, -0.912], [-2.810, -1.026, -0.339], [-3.389, -1.305, 0.885], [-4.411, -0.465, 1.339], [-4.862, 0.621, 0.618], [-5.948, 1.562, 1.087], [-4.273, 0.864, -0.631], [-3.261, 0.053, -1.108], [-0.318, -0.749, -2.811], [-1.034, -1.513, -3.684], [-0.717, -1.264, -4.928], [0.275, -0.346, -5.346], [0.966, 0.385, -4.514], [0.648, 0.193, -3.203], [2.841, -3.200, -0.233], [4.597, -3.342, -0.594], [3.382, -4.323, -1.496], [3.982, -2.571, -2.962], [2.436, -1.986, -2.197], [4.684, -0.646, -3.454], [5.980, -0.476, -2.169], [4.062, 1.208, -1.311], [5.369, 1.802, -2.341], [1.892, 2.585, -3.538], [2.536, 2.699, -1.924], [2.670, 2.084, -0.030], [1.038, 2.464, 0.458], [1.010, 0.649, 1.905], [2.390, -1.090, 0.935], [3.021, -0.521, 2.459], [3.773, 0.065, 0.995], [-0.150, -0.292, 0.554], [-2.005, -2.477, -1.736], [-1.177, -2.449, -0.130], [-3.056, -2.151, 1.475], [-4.853, -0.660, 2.314], [-6.692, 1.597, 0.282], [-5.568, 2.584, 1.159], [-6.435, 1.252, 2.010], [-4.594, 1.715, -1.225], [-2.828, 0.292, -2.072], [-1.246, -1.823, -5.698], [0.465, -0.246, -6.411], [8.620, -6.858, 1.721], [8.290, -5.523, 2.100], [8.693, -4.344, 1.023], [8.420, -4.972, -0.295], [10.270, -4.359, 1.418], [10.635, -4.311, 2.803], [8.786, -2.740, 0.611], [7.535, -2.051, 0.425], [8.571, -7.464, 2.626], [7.896, -7.238, 1.005], [9.626, -6.912, 1.305], [10.964, -5.300, 3.121], [9.808, -3.992, 3.438], [11.459, -3.608, 2.916], [6.965, -2.058, 1.354], [6.949, -2.519, -0.368], [7.747, -1.020, 0.153], [-11.286, 6.708, 3.858], [-11.320, 5.761, 2.791], [-10.042, 4.727, 2.699], [-9.732, 4.431, 4.121], [-9.043, 5.835, 2.051], [-9.502, 6.611, 0.937], [-9.229, 3.505, 1.925], [-9.869, 2.216, 1.901], [-12.013, 7.482, 3.615], [-11.576, 6.235, 4.793], [-10.298, 7.158, 3.954], [-9.739, 7.619, 1.278], [-10.387, 6.179, 0.469], [-8.702, 6.662, 0.201], [-10.819, 2.275, 1.371], [-10.033, 1.849, 2.916], [-9.214, 1.527, 1.374]], "e_homo_ha": -0.3118, "fmax_ev_per_a": 6.54, "smiles": "CCOCCOCc1c(CNC)cc(Cc2ccc(C)cc2)c2nccnc12.COP(=O)(OC)OC.COP(=O)(OC)OC", "homo_lumo_gap_ev": 7.8, "energy_ha": -2732.56269}

---

(2)
{"formula": "C29H48BF3N3O6PSTi", "method": "ωB97M-V/def2-TZVPD", "symbols": ["Ti", "N", "C", "C", "N", "C", "C", "N", "H", "H", "H", "H", "H", "H", "H", "H", "H", "H", "H", "H", "H", "F", "C", "F", "F", "C", "C", "C", "C", "C", "C", "C", "C", "O", "B", "O", "C", "C", "H", "H", "H", "H", "H", "H", "H", "H", "H", "H", "H", "H", "S", "C", "C", "C", "C", "C", "C", "H", "H", "H", "H", "H", "C", "C", "C", "C", "O", "P", "O", "O", "O", "C", "C", "C", "C", "H", "H", "H", "H", "H", "H", "H", "H", "H", "H", "H", "H", "H", "H", "H", "H", "H", "H"], "coordinates": [[-0.455, 1.557, 1.287], [0.493, 3.312, 2.286], [0.686, 4.481, 1.422], [-0.540, 4.681, 0.541], [-0.966, 3.432, -0.131], [-0.502, 3.343, -1.522], [0.990, 3.083, -1.510], [1.251, 2.049, -0.508], [-0.090, 3.536, 3.088], [1.394, 2.936, 2.624], [1.579, 4.310, 0.827], [0.855, 5.393, 1.997], [-0.338, 5.463, -0.198], [-1.364, 5.017, 1.165], [-1.980, 3.393, -0.091], [-0.731, 4.252, -2.085], [-1.016, 2.511, -1.999], [1.518, 3.994, -1.228], [1.337, 2.815, -2.509], [2.209, 2.079, -0.173], [1.129, 1.132, -0.927], [-2.600, -0.186, 2.906], [-1.347, -0.007, 2.498], [-0.797, -1.244, 2.506], [-0.689, 0.706, 3.545], [-2.188, -4.029, -5.981], [-1.127, -3.074, -5.430], [0.157, -3.880, -5.176], [-0.852, -2.001, -6.496], [-1.566, -2.401, -4.127], [-2.782, -2.694, -3.509], [-3.182, -2.099, -2.311], [-2.320, -1.192, -1.748], [-2.437, -0.473, -0.589], [-1.290, 0.302, -0.446], [-0.464, 0.044, -1.579], [-1.113, -0.886, -2.353], [-0.708, -1.469, -3.528], [-1.832, -4.466, -6.915], [-3.125, -3.508, -6.191], [-2.392, -4.847, -5.287], [0.490, -4.358, -6.101], [-0.019, -4.657, -4.429], [0.966, -3.241, -4.816], [-0.558, -2.473, -7.437], [-0.048, -1.329, -6.194], [-1.747, -1.400, -6.677], [-3.451, -3.413, -3.961], [-4.127, -2.347, -1.845], [0.249, -1.209, -3.965], [-2.435, 2.812, 2.286], [-4.049, 2.095, 2.260], [-4.891, 2.305, 3.351], [-6.187, 1.808, 3.344], [-6.659, 1.089, 2.255], [-5.822, 0.875, 1.169], [-4.530, 1.380, 1.164], [-4.519, 2.855, 4.207], [-6.828, 1.980, 4.200], [-7.668, 0.697, 2.253], [-6.174, 0.311, 0.313], [-3.884, 1.197, 0.316], [4.865, -1.563, 0.539], [3.691, -0.810, -0.070], [2.457, -1.697, -0.183], [4.076, -0.258, -1.436], [3.431, 0.375, 0.734], [2.522, 0.503, 2.037], [2.824, 1.783, 2.716], [1.066, 0.400, 1.544], [2.883, -0.813, 2.815], [2.834, -1.147, 4.236], [4.278, -1.380, 4.651], [2.201, -0.042, 5.067], [2.018, -2.426, 4.316], [5.136, -2.405, -0.100], [4.605, -1.941, 1.527], [5.728, -0.901, 0.629], [2.679, -2.527, -0.854], [1.609, -1.142, -0.591], [2.171, -2.103, 0.789], [4.383, -1.071, -2.095], [4.904, 0.446, -1.337], [3.229, 0.257, -1.895], [4.857, -0.465, 4.514], [4.722, -2.177, 4.051], [4.326, -1.671, 5.702], [2.777, 0.879, 4.988], [2.177, -0.357, 6.111], [1.177, 0.144, 4.744], [2.464, -3.197, 3.683], [0.994, -2.243, 3.986], [1.998, -2.791, 5.344]], "e_homo_ha": -0.2734, "fmax_ev_per_a": 0.45, "homo_lumo_gap_ev": 7.5, "energy_ha": -3663.34048}

---

(3)
{"formula": "C29H48Cl2IrNOP", "method": "ωB97M-V/def2-TZVPD", "symbols": ["P", "C", "C", "C", "C", "C", "C", "C", "C", "C", "C", "C", "C", "C", "C", "C", "C", "C", "C", "H", "H", "H", "H", "H", "H", "H", "H", "H", "H", "H", "H", "H", "H", "H", "H", "H", "H", "H", "H", "H", "H", "H", "H", "H", "H", "H", "H", "H", "H", "H", "H", "H", "Ir", "Cl", "Cl", "C", "H", "C", "C", "C", "C", "C", "C", "H", "H", "H", "H", "H", "C", "N", "C", "C", "C", "O", "H", "H", "H", "H", "H", "H", "H", "H", "H"], "coordinates": [[-2.366, 0.643, -0.301], [-2.459, 2.404, -0.814], [-3.729, 2.724, -1.606], [-3.641, 4.144, -2.166], [-3.308, 5.192, -1.097], [-2.129, 4.801, -0.198], [-2.275, 3.378, 0.350], [-3.383, 0.272, 1.173], [-4.829, 0.701, 0.939], [-5.711, 0.185, 2.079], [-5.184, 0.588, 3.460], [-3.688, 0.305, 3.653], [-2.850, 0.841, 2.490], [-2.977, -0.400, -1.686], [-2.167, -0.203, -2.975], [-2.825, -0.957, -4.137], [-3.040, -2.441, -3.829], [-3.735, -2.670, -2.485], [-3.079, -1.890, -1.339], [-1.582, 2.508, -1.478], [-4.605, 2.630, -0.949], [-3.876, 2.014, -2.432], [-4.591, 4.392, -2.654], [-2.864, 4.162, -2.943], [-3.093, 6.149, -1.586], [-4.194, 5.350, -0.468], [-1.194, 4.861, -0.771], [-2.046, 5.504, 0.639], [-1.398, 3.104, 0.953], [-3.155, 3.333, 1.011], [-3.320, -0.825, 1.253], [-5.759, -0.910, 2.011], [-5.211, 0.331, -0.025], [-4.880, 1.800, 0.905], [-6.729, 0.566, 1.935], [-5.758, 0.065, 4.234], [-5.360, 1.662, 3.606], [-3.335, 0.750, 4.591], [-3.524, -0.779, 3.727], [-1.795, 0.573, 2.621], [-2.895, 1.939, 2.474], [-3.999, -0.011, -1.842], [-2.077, 0.861, -3.238], [-1.139, -0.556, -2.815], [-3.797, -0.490, -4.346], [-2.212, -0.840, -5.038], [-2.067, -2.950, -3.821], [-3.632, -2.900, -4.630], [-3.741, -3.738, -2.236], [-4.783, -2.352, -2.563], [-3.659, -2.047, -0.420], [-2.074, -2.280, -1.134], [0.136, -0.088, 0.045], [-0.779, -1.936, 1.160], [0.646, 1.353, -1.744], [0.397, 1.418, 1.198], [0.572, 2.370, 0.686], [0.727, 1.432, 2.594], [0.514, 0.311, 3.432], [0.738, 0.409, 4.809], [1.208, 1.599, 5.359], [1.475, 2.707, 4.534], [1.251, 2.634, 3.169], [0.150, -0.615, 2.993], [0.538, -0.458, 5.439], [1.858, 3.629, 4.966], [1.451, 3.478, 2.511], [1.376, 1.673, 6.436], [5.052, -2.110, -0.580], [3.745, -1.555, -0.914], [3.524, -1.031, -2.252], [2.714, -1.548, -0.074], [2.822, -1.894, 1.363], [1.593, -1.241, -0.660], [5.667, -2.045, -1.478], [4.958, -3.161, -0.276], [5.527, -1.552, 0.237], [2.711, -1.571, -2.750], [3.248, 0.028, -2.206], [4.453, -1.152, -2.804], [2.752, -0.986, 1.982], [1.991, -2.555, 1.637], [3.773, -2.390, 1.581]], "e_homo_ha": [-0.0529, -0.1422], "total_charge": -1, "fmax_ev_per_a": 5.45, "s2": 6.04, "homo_lumo_gap_ev": [4.0, 6.4], "spin_multiplicity": 5, "energy_ha": -2629.88382}